A.
2 unconnected molecules or ions with the total composition C14H16. Source: OMol25; level of theory: wB97M-V/def2-TZVPD.

Results
- LUMO energy (eV) = 0.92
- HOMO-LUMO gap (eV) = 9.6
- structure (SMILES) = Cc1ccccc1.Cc1ccccc1
- spin multiplicity = 1

Geometry as XYZ:
```
30
C14H16 | OMol25 | wB97M-V/def2-TZVPD
C 2.717 2.546 -0.482
C 1.638 1.764 -1.213
C 0.465 1.465 -0.541
C -0.407 0.484 -1.048
C -0.234 0.155 -2.395
C 0.928 0.514 -3.093
C 1.920 1.238 -2.457
H 2.311 3.199 0.292
H 3.205 3.221 -1.183
H 3.321 1.809 0.050
H 0.211 1.847 0.437
H -1.163 -0.028 -0.483
H -0.990 -0.297 -3.028
H 0.927 0.395 -4.170
H 2.867 1.292 -2.978
C -0.146 0.260 3.250
C -0.687 -0.594 2.166
C -2.066 -0.738 1.960
C -2.629 -1.564 0.983
C -1.780 -2.359 0.225
C -0.427 -2.350 0.458
C 0.096 -1.489 1.446
H 0.620 -0.188 3.890
H -0.866 0.728 3.914
H 0.430 1.080 2.794
H -2.758 -0.150 2.554
H -3.688 -1.407 0.840
H -2.114 -3.116 -0.480
H 0.321 -2.983 0.009
H 1.161 -1.647 1.581
```



B.
2 unconnected molecules or ions with the total composition C14H16. Source: OMol25; level of theory: wB97M-V/def2-TZVPD.

Results
- LUMO energy (eV) = 0.95
- HOMO-LUMO gap (eV) = 9.7
- structure (SMILES) = Cc1ccccc1.Cc1ccccc1
- spin multiplicity = 1

Geometry as XYZ:
```
30
C14H16 | OMol25 | wB97M-V/def2-TZVPD
C 0.426 -1.052 -4.342
C -0.337 -0.881 -3.012
C -1.146 0.221 -2.776
C -2.141 0.198 -1.791
C -2.224 -0.854 -0.893
C -1.265 -1.860 -1.045
C -0.376 -1.951 -2.092
H 1.469 -0.801 -4.191
H -0.077 -0.578 -5.180
H 0.392 -2.140 -4.531
H -1.104 1.100 -3.441
H -2.789 1.082 -1.689
H -2.815 -0.600 -0.019
H -1.273 -2.589 -0.223
H 0.342 -2.773 -2.138
C 1.100 -1.284 1.273
C 0.923 -0.013 2.018
C -0.155 0.867 1.906
C -0.183 2.137 2.422
C 0.886 2.597 3.207
C 2.073 1.840 3.184
C 2.058 0.574 2.638
H 2.089 -1.702 1.461
H 0.889 -1.293 0.196
H 0.378 -1.993 1.664
H -1.047 0.369 1.492
H -1.038 2.794 2.330
H 0.905 3.534 3.733
H 2.975 2.288 3.597
H 3.089 0.026 2.631
```



C.
2 unconnected molecules or ions with the total composition C14H16. Source: OMol25; level of theory: wB97M-V/def2-TZVPD.

Results
- LUMO energy (eV) = 0.89
- HOMO-LUMO gap (eV) = 9.7
- structure (SMILES) = Cc1ccccc1.Cc1ccccc1
- spin multiplicity = 1

Geometry as XYZ:
```
30
C14H16 | OMol25 | wB97M-V/def2-TZVPD
C -0.194 -2.744 2.575
C -1.047 -1.669 1.798
C -2.109 -2.089 1.045
C -3.010 -0.970 0.622
C -2.837 0.440 0.757
C -1.670 0.786 1.443
C -0.902 -0.246 1.988
H -0.112 -2.544 3.645
H 0.832 -2.754 2.200
H -0.783 -3.673 2.251
H -2.233 -3.175 0.884
H -4.027 -1.155 0.283
H -3.439 1.084 0.289
H -1.315 1.736 1.693
H -0.144 -0.105 2.744
C 0.950 2.180 0.323
C 1.376 1.462 -0.947
C 2.003 2.188 -1.993
C 2.394 1.491 -3.090
C 2.065 0.136 -3.462
C 1.395 -0.524 -2.435
C 1.123 0.120 -1.196
H -0.083 2.296 0.230
H 1.240 3.218 0.588
H 1.223 1.720 1.331
H 2.350 3.211 -1.909
H 2.983 1.930 -4.062
H 2.088 -0.353 -4.455
H 1.091 -1.467 -2.824
H 0.790 -0.529 -0.312
```



Short version: C is the least stable of them.



A.
A single C8H7N3 molecule. Source: OMol25; level of theory: wB97M-V/def2-TZVPD.

Results
- LUMO energy (eV) = 0.01
- HOMO-LUMO gap (eV) = 8.3
- structure (SMILES) = Nc1cccc2cnncc12
- spin multiplicity = 1

Geometry as XYZ:
```
18
C8H7N3 | OMol25 | wB97M-V/def2-TZVPD
N 1.492 -2.139 -0.174
C 0.967 -0.811 -0.037
C 1.916 0.253 -0.004
C 1.456 1.580 0.058
C 0.068 1.923 -0.027
C -0.895 0.913 -0.254
C -2.256 1.039 -0.173
N -3.012 0.012 0.059
N -2.609 -1.236 0.101
C -1.309 -1.449 -0.004
C -0.392 -0.391 -0.109
H 0.687 -2.985 -0.096
H 2.347 -2.056 0.405
H 3.074 0.262 0.142
H 2.246 2.394 0.110
H -0.277 2.949 0.104
H -2.478 2.159 -0.023
H -1.024 -2.419 -0.077
```



B.
A single C8H7N3 molecule. Source: OMol25; level of theory: wB97M-V/def2-TZVPD.

Results
- LUMO energy (eV) = 0.53
- HOMO-LUMO gap (eV) = 9.7
- structure (SMILES) = c1ccc(-c2cnn[nH]2)cc1
- spin multiplicity = 1

Geometry as XYZ:
```
18
C8H7N3 | OMol25 | wB97M-V/def2-TZVPD
C 0.218 -2.755 0.692
C -0.792 -2.259 -0.177
C -0.801 -0.975 -0.651
C 0.094 -0.002 -0.125
C -0.055 1.453 -0.446
C -1.196 2.125 -0.613
N -0.913 3.472 -0.893
N 0.365 3.555 -0.964
N 0.930 2.385 -0.768
C 0.909 -0.466 0.857
C 1.001 -1.721 1.323
H 0.331 -3.783 1.005
H -1.611 -2.949 -0.278
H -1.455 -0.600 -1.378
H -2.304 1.793 -0.234
H 1.897 2.388 -0.948
H 1.673 0.232 1.413
H 1.710 -1.893 2.185
```



Short version: A is the least stable of them.



A.
A gas-phase ion, C11H17N4 (charge +1). Source: OMol25; level of theory: wB97M-V/def2-TZVPD.

Results
- LUMO energy (eV) = -4.00
- HOMO-LUMO gap (eV) = 9.0
- structure (SMILES) = CC(C)(C)[C@]1(C)[NH+]=CNc2ncncc21
- spin multiplicity = 1
- total charge = +1

Geometry as XYZ:
```
32
C11H17N4 | OMol25 | wB97M-V/def2-TZVPD
C 1.530 1.886 -0.239
C 1.323 0.407 -0.524
C 0.887 0.075 -1.963
C 2.622 -0.327 -0.169
C 0.259 -0.347 0.458
C 0.639 -0.012 2.248
N 0.222 -1.852 0.428
C -0.774 -2.539 -0.109
N -1.860 -1.955 -0.589
C -2.025 -0.570 -0.322
N -3.295 -0.248 -0.584
C -3.671 1.011 -0.390
N -2.952 1.824 0.409
C -1.737 1.443 0.805
C -1.119 0.236 0.308
H 1.994 2.228 -1.050
H 2.072 1.997 0.591
H 0.512 2.348 -0.205
H 1.394 0.794 -2.501
H 1.076 -0.906 -2.185
H -0.083 0.355 -2.272
H 3.268 -0.086 -0.966
H 2.642 -1.453 0.038
H 3.204 0.088 0.608
H 1.765 -0.123 2.269
H 0.020 -0.812 2.668
H 0.347 1.061 2.418
H 0.915 -2.209 1.056
H -0.632 -3.583 -0.082
H -2.781 -2.212 -0.896
H -4.619 1.502 -0.719
H -1.145 1.977 1.461
```



B.
2 unconnected molecules or ions with the total composition C11H17N4. Source: OMol25; level of theory: wB97M-V/def2-TZVPD.

Results
- LUMO energy (eV) = -2.88
- HOMO-LUMO gap (eV) = 8.4
- spin multiplicity = 1
- total charge = +1

Geometry as XYZ:
```
32
C11H17N4 | OMol25 | wB97M-V/def2-TZVPD
C -3.305 -0.123 -1.150
C -1.868 -0.345 0.832
N -2.849 0.287 0.164
N -1.600 -1.620 0.390
N -1.227 0.181 1.834
H -3.001 1.246 0.412
H -2.260 -2.387 0.317
H -0.659 -1.941 0.209
H -1.225 1.223 2.045
H -0.890 -0.409 2.603
H -4.098 0.625 -1.429
H -3.798 -1.075 -1.137
H -2.622 0.201 -1.912
C 1.754 -1.640 -2.148
C 1.469 0.350 0.958
C 1.674 0.352 -0.430
C 1.732 -1.099 -0.762
C 1.637 -1.833 0.369
C 1.316 1.473 1.755
C 1.183 2.605 0.943
C 1.705 1.509 -1.216
C 1.358 2.634 -0.439
N 1.445 -0.965 1.468
H 1.805 -1.234 2.365
H 1.259 1.605 2.809
H 1.556 -2.893 0.499
H 1.289 3.511 1.529
H 1.637 1.489 -2.288
H 1.638 -0.802 -2.856
H 0.811 -2.131 -2.410
H 1.659 3.610 -0.795
H 2.474 -2.404 -2.527
```



Short version: A is the least stable of them.



A.
A molecular structure, C5H6S3. Source: OMol25; level of theory: wB97M-V/def2-TZVPD.

Results
- LUMO energy (eV) = -0.67
- HOMO-LUMO gap (eV) = 8.1
- spin multiplicity = 1

Geometry as XYZ:
```
14
C5H6S3 | OMol25 | wB97M-V/def2-TZVPD
C -0.028 0.147 -0.518
C 1.474 -0.428 -0.603
C -0.146 -0.180 1.052
C -1.228 -0.544 -1.269
C -1.072 -1.017 -2.622
H -1.051 2.309 -1.671
H 1.570 -1.091 -1.573
H 2.420 0.189 -0.689
H -2.229 -0.600 -0.677
H -1.782 -1.583 -3.234
H 0.007 -1.232 -3.007
S 0.598 1.788 -0.922
S 1.366 -1.156 1.157
S -1.522 0.252 1.928
```



B.
A molecular structure, C5H6S3. Source: OMol25; level of theory: wB97M-V/def2-TZVPD.

Results
- LUMO energy (eV) = -0.65
- HOMO-LUMO gap (eV) = 8.0
- spin multiplicity = 1

Geometry as XYZ:
```
14
C5H6S3 | OMol25 | wB97M-V/def2-TZVPD
C -0.618 0.775 0.446
C 0.537 -0.238 0.695
C 1.880 -0.704 0.198
C 0.688 -0.873 -0.754
C -1.601 -0.129 -0.154
H -1.277 2.197 -0.795
H -1.015 1.222 1.316
H -0.041 -0.915 1.400
H 2.661 -0.067 -0.058
H 2.182 -1.610 0.774
H 0.768 0.020 -1.488
S -0.043 1.942 -0.709
S -0.821 -1.559 -0.827
S -3.301 -0.061 -0.044
```



Short version: A is the least stable of them.



A.
A single C6H13NO4 molecule. Source: OMol25; level of theory: wB97M-V/def2-TZVPD.

Results
- LUMO energy (eV) = 0.69
- HOMO-LUMO gap (eV) = 9.5
- structure (SMILES) = C[C@H]1N[C@H](O)[C@H](O)[C@H](O)[C@H]1O
- spin multiplicity = 1

Geometry as XYZ:
```
24
C6H13NO4 | OMol25 | wB97M-V/def2-TZVPD
C 1.524 -1.882 -0.868
C 0.824 -0.495 -0.910
N -0.634 -0.605 -0.970
C -1.263 -0.476 0.299
O -2.653 -0.630 0.305
C -0.995 0.918 0.925
O -1.992 1.799 0.582
C 0.355 1.517 0.476
O 0.136 2.282 -0.686
C 1.327 0.371 0.233
O 1.380 -0.251 1.558
H 1.293 -2.505 -0.015
H 1.233 -2.374 -1.790
H 2.580 -1.692 -0.948
H 1.120 -0.012 -1.826
H -1.045 0.055 -1.615
H -0.812 -1.163 1.005
H -2.901 -1.333 -0.304
H -0.964 0.826 1.967
H -2.810 1.301 0.400
H 0.712 2.100 1.324
H -0.817 2.506 -0.608
H 2.361 0.689 -0.005
H 2.041 -0.946 1.472
```



B.
A single C6H13NO4 molecule. Source: OMol25; level of theory: wB97M-V/def2-TZVPD.

Results
- LUMO energy (eV) = 0.60
- HOMO-LUMO gap (eV) = 9.3
- structure (SMILES) = OC[C@H]1NC[C@H](O)[C@H](O)[C@H]1O
- spin multiplicity = 1

Geometry as XYZ:
```
24
C6H13NO4 | OMol25 | wB97M-V/def2-TZVPD
O -3.203 0.186 -0.360
C -2.417 -0.169 0.727
C -0.846 -0.313 0.450
N -0.675 -1.052 -0.874
C 0.780 -1.482 -0.920
C 1.843 -0.684 -0.158
O 1.793 -0.956 1.242
C 1.492 0.729 -0.531
O 2.311 1.806 -0.081
C -0.063 1.009 0.272
O -0.965 1.906 -0.347
H -2.884 1.065 -0.703
H -2.819 -1.148 0.862
H -2.622 0.366 1.688
H -0.377 -1.045 1.287
H -1.442 -1.835 -0.843
H 0.940 -2.527 -0.561
H 1.157 -1.428 -1.985
H 2.808 -1.069 -0.519
H 2.154 -0.300 1.796
H 1.298 0.979 -1.466
H 3.014 2.149 -0.636
H 0.141 1.391 1.345
H -1.418 2.425 0.314
```



Short version: B is the least stable of them.



A.
A single C3H3NO2S2 molecule. Source: OMol25; level of theory: wB97M-V/def2-TZVPD.

Results
- LUMO energy (eV) = -0.09
- HOMO-LUMO gap (eV) = 9.0
- structure (SMILES) = O=C(O)[C@H]1SC=NS1
- spin multiplicity = 1

Geometry as XYZ:
```
11
C3H3NO2S2 | OMol25 | wB97M-V/def2-TZVPD
O -2.476 -1.116 0.066
C -1.768 -0.143 -0.057
O -2.122 1.166 -0.622
C -0.398 -0.235 0.612
S 0.737 -1.519 0.055
C 2.130 -0.588 -0.378
N 1.965 0.734 -0.427
S 0.685 1.462 0.432
H -1.177 1.650 -0.563
H -0.801 -0.351 1.629
H 3.226 -1.059 -0.747
```



B.
A single C3H3NO2S2 molecule. Source: OMol25; level of theory: wB97M-V/def2-TZVPD.

Results
- LUMO energy (eV) = 0.12
- HOMO-LUMO gap (eV) = 8.2
- structure (SMILES) = O=c1oc(S)cn1S
- spin multiplicity = 1

Geometry as XYZ:
```
11
C3H3NO2S2 | OMol25 | wB97M-V/def2-TZVPD
O 2.277 0.573 0.937
C 1.250 0.182 0.452
O 1.143 -0.677 -0.667
C -0.235 -0.786 -0.958
S -0.363 -1.703 -2.476
C -0.892 0.076 -0.144
N -0.070 0.677 0.716
S -0.290 1.938 1.855
H -1.705 -1.763 -2.293
H -2.005 0.251 -0.002
H 0.892 1.232 2.581
```



Short version: A is the least stable of them.